Entry 1:
84
Properties=species:S:1:pos:R:3:forces:R:3 method="wB97M-V/def2-TZVPD" de_lowest_ev=0.0000 multiplicity=2 total_energy_ev=-213463.8033 homo_lumo_gap_ev="7.15 / 7.07" lumo_ev="-3.2 / -3.3" total_charge=+1
Ti 0.2325 -0.7234 0.6932 -0.17 -0.19 0.25
C -1.1191 2.7736 0.7308 0.01 0.00 0.01
C 0.0988 2.4199 1.5134 0.05 -0.07 -0.04
C 0.8387 3.1861 2.4062 -0.05 0.04 -0.01
C 1.8665 2.3647 2.8366 0.02 0.03 -0.09
N 1.7514 1.1798 2.2328 -0.03 0.02 0.21
N 0.6583 1.2014 1.4174 0.10 -0.21 -0.27
B 2.6911 -0.0702 2.4105 0.17 0.18 -0.05
N 1.8919 -1.2123 3.0602 -0.10 0.13 0.20
C 2.2766 -2.1504 3.9396 -0.03 -0.03 -0.03
C 1.1893 -2.9384 4.2394 -0.01 0.01 0.01
C 0.1364 -2.4239 3.4728 0.01 -0.02 0.00
C -1.2809 -2.8815 3.4367 0.01 0.00 -0.02
N 0.5744 -1.3850 2.7550 0.08 -0.02 -0.18
N 3.1156 -0.5664 0.9923 0.10 -0.10 0.11
C 4.2837 -0.5281 0.3411 -0.02 -0.04 -0.03
C 4.1773 -1.3007 -0.8002 -0.01 -0.05 0.00
C 2.8755 -1.7959 -0.7955 0.00 0.01 0.01
C 2.2177 -2.7121 -1.7715 0.01 0.01 0.01
N 2.2321 -1.3473 0.2918 -0.14 0.33 0.00
N 3.8447 0.3457 3.2849 -0.08 -0.07 0.06
C 3.8470 0.4607 4.6426 0.00 0.03 -0.04
C 4.9275 1.2186 4.9972 0.01 0.01 -0.01
C 5.5490 1.5605 3.7721 -0.01 -0.01 0.05
C 6.7726 2.3886 3.5586 -0.01 -0.01 -0.01
N 4.8842 1.0459 2.7548 0.02 0.02 -0.05
H -1.3546 3.8284 0.8520 0.01 0.01 0.01
H -0.9695 2.5732 -0.3317 -0.02 0.01 0.02
H -1.9798 2.1860 1.0523 -0.01 0.00 -0.02
H 0.6556 4.2070 2.6917 0.00 0.00 0.01
H 2.6811 2.5626 3.5141 0.00 -0.01 0.00
H 3.2921 -2.1910 4.2959 0.00 0.01 0.00
H 1.1505 -3.7660 4.9258 0.00 0.00 0.00
H -1.7827 -2.6182 4.3688 0.01 0.01 0.00
H -1.8207 -2.4328 2.6073 -0.01 0.00 0.01
H -1.3264 -3.9646 3.3300 -0.01 0.00 -0.01
H 5.1030 0.0363 0.7515 0.00 -0.01 0.01
H 4.9493 -1.5026 -1.5221 0.00 0.00 0.00
H 2.8841 -3.5384 -2.0152 0.01 0.01 0.00
H 1.3007 -3.1319 -1.3594 0.00 -0.02 -0.01
H 1.9826 -2.1938 -2.7030 -0.02 -0.01 0.00
H 3.0802 0.0111 5.2510 0.00 0.00 0.00
H 5.2405 1.4830 5.9927 0.01 0.00 0.00
H 7.4978 2.2189 4.3529 0.01 0.00 0.00
H 7.2340 2.1436 2.6041 0.00 0.01 0.00
H 6.5266 3.4515 3.5540 0.00 0.00 0.01
Cl -2.0496 -3.2952 -5.2658 0.01 0.00 -0.04
C -1.7955 -2.8845 -3.6084 -0.05 -0.05 0.04
C -2.3647 -3.6419 -2.6263 0.00 0.00 -0.09
C -2.1873 -3.3192 -1.2640 -0.09 0.07 0.22
I -3.1423 -4.4411 0.1993 0.03 0.02 -0.08
C -1.4433 -2.2297 -0.8977 -0.11 -0.13 -0.08
O -1.2469 -1.8213 0.3685 0.24 -0.10 -0.13
C -0.8323 -1.4581 -1.9186 -0.08 -0.02 -0.03
N -0.0642 -0.4229 -1.4759 0.11 0.01 -0.03
C 0.5353 0.3442 -2.3643 -0.03 0.00 0.14
C 0.3988 0.1405 -3.7433 0.00 -0.01 -0.13
C -0.3595 -0.9047 -4.2027 0.03 0.02 0.03
C -0.9978 -1.7590 -3.2811 0.01 0.15 0.08
H -2.9688 -4.4966 -2.8965 0.00 0.00 0.00
H 1.1488 1.1494 -1.9759 0.01 0.00 -0.02
H 0.8975 0.8097 -4.4296 0.00 0.00 0.01
H -0.4718 -1.0859 -5.2631 0.00 0.00 0.00
C -5.1859 3.3268 -4.2879 0.01 -0.02 0.03
Ge -4.0397 2.0061 -3.4243 0.04 0.02 -0.03
C -2.2080 2.6843 -3.2179 -0.02 -0.02 0.02
C -4.0062 0.3443 -4.4529 -0.04 0.03 0.03
C -4.6873 1.6698 -1.5896 0.05 0.03 -0.01
Se -3.6483 0.2249 -0.8075 -0.03 -0.02 0.04
C -4.8581 -0.3202 0.6123 0.03 0.01 0.03
H -4.8510 3.5058 -5.3097 0.00 0.01 0.00
H -5.1715 4.2737 -3.7488 0.01 0.00 0.00
H -6.2148 2.9687 -4.3242 0.00 0.00 -0.01
H -1.6621 2.6544 -4.1613 -0.01 0.01 -0.01
H -1.6702 2.0737 -2.4885 -0.01 -0.01 -0.04
H -2.2184 3.7140 -2.8583 0.00 0.00 0.00
H -3.5307 0.5190 -5.4192 0.00 -0.01 0.00
H -5.0181 -0.0203 -4.6316 0.00 0.00 -0.01
H -3.4589 -0.4345 -3.9219 0.01 0.01 0.00
H -5.7402 1.3893 -1.5831 0.01 -0.05 -0.06
H -4.5616 2.5724 -0.9909 -0.06 -0.01 0.03
H -5.7821 -0.7001 0.1846 0.00 0.01 0.00
H -5.0619 0.5110 1.2827 0.00 0.00 0.00
H -4.3581 -1.1189 1.1582 -0.01 0.00 0.00

---

Entry 2:
92
Properties=species:S:1:pos:R:3:forces:R:3 method="wB97M-V/def2-TZVPD" multiplicity=3 total_energy_ev=-119495.4753 homo_lumo_gap_ev="7.56 / 7.75" lumo_ev="-1.2 / -1.7"
Pt 0.3884 -0.4787 0.8707 -1.44 -2.11 -1.38
N 0.9072 0.5919 2.5062 2.84 -0.10 5.37
S 1.0446 1.9618 3.2870 -1.92 9.34 -3.66
O 2.3507 2.6338 3.3646 -1.69 -2.25 1.22
O -0.0497 2.3548 4.1953 2.51 -1.53 -1.09
F 0.5953 2.7448 1.9206 -0.74 0.24 -0.04
S 1.5530 -0.1028 3.9642 -0.54 -7.58 2.64
O 0.4919 -0.4166 4.9276 1.51 1.88 -1.20
O 2.9080 0.0546 4.4752 -2.04 0.75 -1.54
F 1.5952 -1.5582 3.2855 0.76 -0.08 -0.55
N -0.7796 -2.9476 0.1825 -1.96 0.39 -0.42
O -0.1205 -2.8920 1.2029 1.66 -0.68 2.61
O -0.6929 -1.9701 -0.5680 0.90 2.77 -1.96
O -1.6082 -3.7798 -0.0746 -0.30 -1.80 0.13
C -2.7572 -3.5023 3.8619 -1.14 0.81 -0.50
C -1.9125 -2.2367 4.0902 -0.43 -1.47 -0.94
O -2.6469 -1.0190 3.7543 -0.60 0.23 -1.38
P -2.9784 -0.4391 2.2657 -0.89 -0.17 2.31
O -1.7540 -0.1580 1.4544 -1.28 0.13 0.31
O -4.0291 -1.4657 1.5845 0.98 1.13 1.23
C -4.3409 -1.5864 0.1857 0.21 0.03 -0.45
C -5.4362 -0.6805 -0.2763 -0.06 0.63 0.05
O -3.8964 0.8726 2.7176 0.90 -2.89 -0.99
C -3.2243 2.0935 2.9622 0.47 1.74 -1.45
C -3.0532 2.8234 1.6220 0.34 0.28 -0.34
H -3.2508 -3.5047 2.8900 0.72 -0.22 -0.49
H -2.2091 -4.4270 4.0426 0.06 0.19 -0.06
H -3.6623 -3.4699 4.4684 0.24 -0.07 0.73
H -1.6728 -2.3085 5.1511 0.18 1.21 -0.12
H -1.0199 -2.2936 3.4671 0.10 0.18 0.26
H -3.4408 -1.3862 -0.3955 0.16 -0.41 0.01
H -4.7258 -2.5894 0.0014 0.69 -0.26 0.49
H -5.7972 -1.0958 -1.2172 -0.20 0.11 -0.03
H -6.2431 -0.6469 0.4558 -0.07 0.05 -0.13
H -5.0566 0.3213 -0.4773 -0.25 0.10 0.21
H -3.8592 2.7768 3.5261 -0.08 -0.69 0.66
H -2.2508 1.9474 3.4304 -0.17 -0.03 0.21
H -2.4484 3.7266 1.7026 0.42 -0.19 0.31
H -2.5896 2.1777 0.8763 0.14 0.04 0.08
H -3.9701 3.2231 1.1887 -0.50 -0.44 0.23
C -3.6363 1.7273 -2.3500 0.72 0.23 -1.14
C -2.2978 1.0396 -2.6118 -0.59 -1.51 1.47
O -1.1779 1.8886 -2.8116 2.37 0.77 1.25
P -0.1375 2.1319 -1.5539 -0.74 2.51 -0.44
O 0.2667 1.0273 -0.6481 -0.90 1.49 -1.54
O -0.8646 3.3605 -0.7553 0.50 -2.07 -0.39
C -1.2604 4.5550 -1.4354 0.60 1.16 0.55
C -1.0023 5.7022 -0.4802 0.90 0.36 0.63
O 1.1211 2.8452 -2.2779 -2.95 -1.47 -0.11
C 2.1324 3.4809 -1.5196 1.75 -0.70 0.33
C 3.1775 2.4289 -1.1555 0.37 -0.26 0.85
H -3.7596 2.1413 -1.3492 0.22 0.11 -0.13
H -3.6731 2.4818 -3.1358 -0.51 0.45 0.26
H -4.4448 1.0251 -2.5534 0.08 -0.06 0.09
H -2.0621 0.4315 -1.7383 -0.05 -0.49 0.00
H -2.3552 0.3629 -3.4644 0.00 0.22 -0.09
H -0.5673 4.7383 -2.2564 -0.41 -0.25 -0.46
H -2.3060 4.5775 -1.7426 0.07 -0.65 -0.18
H 0.0493 5.6784 -0.1946 0.24 -0.04 -0.16
H -1.1400 6.6753 -0.9517 -0.33 -0.07 -0.09
H -1.4840 5.6855 0.4974 -0.62 -0.24 -0.31
H 2.5009 4.1950 -2.2560 0.27 0.31 0.55
H 1.8189 3.9224 -0.5736 -0.57 0.36 -0.32
H 2.9161 1.8284 -0.2841 -0.95 -0.23 -0.17
H 3.3639 1.7313 -1.9721 0.29 0.31 -0.03
H 4.0893 2.8251 -0.7085 0.32 0.58 -0.81
C 1.7279 -0.7684 -4.8767 -0.10 -0.65 1.13
C 1.9170 -0.6221 -3.3296 -0.50 1.81 -0.99
O 2.6603 -1.6782 -2.7929 0.82 -1.73 1.30
P 3.0077 -1.8543 -1.2378 -0.92 -0.55 -0.14
O 2.1299 -1.0289 -0.3337 2.28 -1.17 -1.11
O 2.9173 -3.4737 -1.0427 -0.93 2.97 -2.49
C 2.8816 -4.1137 0.2041 1.32 -0.15 1.96
C 2.2678 -5.5158 0.1610 1.05 0.66 -0.62
O 4.5572 -1.4511 -1.1764 -1.95 0.32 0.92
C 5.5225 -2.0135 -2.0459 0.84 -1.31 0.36
C 6.8790 -1.7942 -1.3902 -0.86 0.97 0.08
H 2.2876 -1.6366 -5.2247 0.15 0.06 0.04
H 0.6847 -0.9858 -5.1058 0.02 0.25 -0.12
H 2.0876 0.1124 -5.4086 -0.20 -0.05 0.09
H 2.4486 0.3152 -3.1652 0.25 -0.01 0.06
H 0.9966 -0.4848 -2.7620 -0.27 -0.39 -0.24
H 3.9548 -4.1684 0.3867 0.12 -0.76 0.77
H 2.5218 -3.4439 0.9851 -0.62 -0.10 -0.09
H 1.1818 -5.5544 0.0768 0.18 0.05 -0.02
H 2.7880 -5.9526 -0.6915 -0.58 -0.34 -0.38
H 2.6487 -6.1202 0.9843 -0.34 0.31 0.36
H 5.3225 -3.0798 -2.1507 -0.16 -0.05 -0.29
H 5.5035 -1.5142 -3.0146 -0.18 -0.09 -0.01
H 6.8683 -0.7054 -1.3421 1.16 0.23 -0.43
H 6.9524 -2.0185 -0.3261 -0.32 -0.83 -0.15
H 7.6601 -2.2850 -1.9710 0.14 0.50 0.09

---

Entry 3:
9
Properties=species:S:1:pos:R:3:forces:R:3 method="wB97M-V/def2-TZVPD" de_lowest_ev=1.3243 total_energy_ev=-17530.6161 homo_lumo_gap_ev=9.98 lumo_ev=-0.2
N 2.0440 2.9190 0.7313 -0.10 -0.13 0.15
C 1.6737 1.8445 0.9161 0.23 0.41 -0.13
C 1.2426 0.5013 1.0690 -0.02 0.89 -0.07
C 1.8816 -0.4026 0.3662 0.88 -1.74 -0.77
O 2.4426 -1.2312 -0.2241 -0.61 1.07 0.66
H 0.3307 0.2763 1.5810 -0.19 -0.31 0.24
S -1.1132 -2.0262 0.3124 1.55 0.75 -0.54
H 0.1960 -2.5201 0.3954 -1.35 0.53 -0.18
H -0.7206 -0.8282 -0.3213 -0.41 -1.45 0.63